Run w
Molecular formula: H4N2O2P
Method: DFT, ωB97M-V/def2-TZVPD

## Properties
**HOMO level**: -3.95 eV
**Total charge**: -1
**Kohn-Sham gap**: 8.3 eV
**SMILES**: NN[P@H](=O)[O-]

```
9
Properties=species:S:1:pos:R:3:lowdin_charge:R:1
N 1.681 0.151 -0.387 -0.09
N 0.243 0.185 -0.628 -0.29
O -1.625 -1.609 -0.076 -0.56
O -2.077 0.949 0.133 -0.44
P -1.128 -0.132 0.307 0.21
H 1.868 0.605 0.539 0.05
H 1.965 -0.909 -0.353 0.09
H -0.183 0.923 -1.187 0.05
H -0.744 -0.163 1.653 -0.02
```

=====

Run x
Molecular formula: H4N2O2P
Method: DFT, ωB97M-V/def2-TZVPD

## Properties
**HOMO level (alpha / beta)**: -3.85 / -2.29 eV
**Total charge**: -1
**Kohn-Sham gap (alpha / beta)**: 8.4 / 7.0 eV

```
9
Properties=species:S:1:pos:R:3:lowdin_charge:R:1
N -0.799 0.739 -0.745 -0.17
N -0.923 0.502 0.544 -0.13
O 1.912 0.699 -0.883 -0.53
O 2.835 -1.506 0.038 -0.56
P 2.053 -0.207 0.239 0.33
H 0.064 1.317 -0.959 0.06
H -0.614 -0.158 -1.095 0.03
H -0.927 1.463 1.020 0.03
H 2.637 0.609 1.335 -0.06
```

=====

What is the most stable structure shown above? It is run w.